Formula: C31H35N3O4
Source: the Open Molecules 2025 dataset
Level of theory: ωB97M-V/def2-TZVPD

Cartesian coordinates (Å):
O -2.320 0.444 2.091
C -2.342 1.510 1.485
O -3.415 2.344 1.604
C -3.203 3.490 0.755
C -1.886 3.224 -0.008
C -0.868 4.430 -0.006
C -0.186 4.860 -1.292
C 0.528 3.958 -2.095
C 1.140 4.394 -3.278
C 1.151 5.751 -3.627
C 0.565 6.679 -2.736
C -0.091 6.246 -1.589
N -1.370 2.007 0.591
C -0.474 0.878 -0.380
C 0.545 0.624 0.709
C 0.383 -0.498 1.562
C 1.352 -0.848 2.504
C 2.558 -0.126 2.559
N 3.636 -0.483 3.404
C 3.407 -1.479 4.462
C 4.532 -1.445 5.549
O 5.847 -1.236 4.967
C 5.968 -0.113 4.067
C 4.956 -0.183 2.928
C 2.600 1.144 1.925
C 1.584 1.530 1.031
C -1.044 -0.443 -0.912
C -2.431 -0.585 -1.098
C -3.015 -1.766 -1.589
C -2.197 -2.851 -1.995
N -2.702 -3.994 -2.584
C -4.127 -4.252 -2.438
C -4.526 -5.652 -2.880
O -3.730 -6.073 -4.008
C -2.357 -6.251 -3.672
C -1.733 -5.096 -2.900
C -0.823 -2.785 -1.730
C -0.258 -1.630 -1.171
H -3.140 4.446 1.344
H -4.066 3.583 0.048
H -2.142 3.025 -1.070
H -0.179 4.108 0.777
H -1.445 5.267 0.422
H 0.578 2.927 -1.772
H 1.639 3.662 -3.911
H 1.618 6.066 -4.561
H 0.684 7.760 -2.944
H -0.542 6.995 -0.923
H -0.137 1.550 -1.250
H -0.480 -1.180 1.545
H 1.216 -1.707 3.186
H 2.420 -1.223 4.945
H 3.308 -2.535 4.085
H 4.261 -0.641 6.295
H 4.579 -2.412 6.101
H 5.850 0.861 4.616
H 7.007 -0.132 3.682
H 5.345 -0.880 2.163
H 4.921 0.803 2.431
H 3.394 1.856 2.142
H 1.650 2.526 0.594
H -3.137 0.191 -0.788
H -4.091 -1.849 -1.734
H -4.675 -3.492 -3.038
H -4.410 -4.051 -1.366
H -4.415 -6.349 -2.001
H -5.578 -5.605 -3.218
H -1.857 -6.440 -4.633
H -2.318 -7.170 -3.042
H -0.857 -4.721 -3.518
H -1.273 -5.554 -1.959
H -0.188 -3.652 -1.925
H 0.803 -1.759 -0.925

Properties
ΔE to the lowest compared entry with this formula, charge and spin   478.52 kJ/mol
LUMO   0.69 eV
Structure (SMILES)   O=C1OC[C@@H](Cc2ccccc2)N1C(c1ccc(N2CCOCC2)cc1)c1ccc(N2CCOCC2)cc1

Löwdin charges in e: O 0.092; C -0.503; O 0.036; C -0.094; C -0.273; C -0.082; C -0.203; C -0.042; C -0.079; C -0.088; C -0.092; C -0.048; N 0.083; C -0.033; C -0.211; C -0.043; C -0.011; C -0.212; N -0.104; C -0.144; C -0.163; O -0.158; C -0.179; C -0.170; C -0.020; C -0.020; C -0.178; C -0.026; C -0.010; C -0.238; N -0.076; C -0.162; C -0.170; O -0.145; C -0.196; C -0.133; C -0.030; C -0.017; H 0.130; H 0.136; H 0.150; H 0.117; H 0.104; H 0.071; H 0.103; H 0.100; H 0.109; H 0.112; H 0.128; H 0.123; H 0.107; H 0.131; H 0.125; H 0.126; H 0.125; H 0.130; H 0.127; H 0.129; H 0.105; H 0.101; H 0.101; H 0.115; H 0.093; H 0.125; H 0.137; H 0.135; H 0.129; H 0.126; H 0.122; H 0.131; H 0.135; H 0.089; H 0.118

Formula: C31H35NaO2
Source: the Open Molecules 2025 dataset
Level of theory: ωB97M-V/def2-TZVPD

Cartesian coordinates (Å):
C 6.375 -1.558 -0.617
O 5.834 -0.238 -0.243
C 4.474 -0.303 0.252
C 4.148 0.748 1.147
C 2.803 1.047 1.353
C 1.803 0.507 0.534
C 0.407 1.004 0.682
C -0.696 0.038 0.477
C -2.012 0.539 0.306
C -3.127 -0.280 0.267
C -4.567 0.257 0.039
C -5.070 -0.244 -1.326
C -4.616 1.785 0.043
C -5.527 -0.229 1.133
C -2.945 -1.738 0.378
O -3.935 -2.522 0.392
C -1.581 -2.256 0.476
C -1.320 -3.784 0.356
C -2.035 -4.568 1.461
C 0.176 -4.116 0.456
C -1.824 -4.279 -1.007
C -0.542 -1.372 0.638
C 2.192 -0.367 -0.504
C 3.462 -0.957 -0.496
H 7.396 -1.581 -0.244
H 5.821 -2.408 -0.174
H 6.351 -1.624 -1.719
H 4.959 1.293 1.669
H 2.501 1.754 2.138
H 0.285 1.490 1.724
H -2.129 1.629 0.183
H -5.139 -1.335 -1.318
H -6.060 0.169 -1.555
H -4.373 0.062 -2.117
H -4.393 2.188 1.040
H -3.919 2.224 -0.682
H -5.628 2.117 -0.230
H -5.192 0.123 2.116
H -6.535 0.162 0.955
H -5.570 -1.318 1.147
H -3.110 -4.391 1.414
H -1.835 -5.642 1.339
H -1.674 -4.253 2.448
H 0.773 -3.499 -0.239
H 0.531 -3.964 1.493
H 0.333 -5.179 0.184
H -1.348 -3.707 -1.816
H -1.588 -5.346 -1.138
H -2.907 -4.142 -1.070
H 0.439 -1.785 0.918
H 1.507 -0.569 -1.338
H 3.719 -1.835 -1.111
C 0.997 4.401 1.180
Na 5.337 2.064 -0.740
C -0.113 3.609 0.957
C 0.186 2.640 -0.129
C 1.437 3.121 -0.735
C 1.957 4.151 0.099
C 3.156 4.767 -0.286
C 3.717 4.481 -1.532
C 3.170 3.503 -2.386
C 2.058 2.764 -1.938
H 1.173 5.155 1.953
H -1.013 3.502 1.565
H -0.572 2.199 -0.796
H 3.639 5.465 0.413
H 4.605 5.042 -1.870
H 3.575 3.369 -3.392
H 1.599 2.019 -2.578

Properties
LUMO   -1.58 eV

natural (NBO) charges in e: C -0.262; O -0.596; C 0.254; C -0.371; C -0.166; C -0.060; C -0.117; C -0.260; C -0.154; C -0.153; C -0.072; C -0.607; C -0.602; C -0.612; C 0.493; O -0.769; C -0.166; C -0.068; C -0.610; C -0.606; C -0.608; C -0.147; C -0.092; C -0.291; H 0.203; H 0.205; H 0.189; H 0.219; H 0.234; H 0.201; H 0.176; H 0.242; H 0.189; H 0.195; H 0.200; H 0.194; H 0.205; H 0.194; H 0.186; H 0.259; H 0.254; H 0.185; H 0.195; H 0.194; H 0.202; H 0.205; H 0.195; H 0.188; H 0.245; H 0.186; H 0.239; H 0.234; C -0.264; Na 0.965; C -0.123; C -0.346; C 0.087; C -0.065; C -0.232; C -0.300; C -0.287; C -0.233; H 0.227; H 0.237; H 0.280; H 0.218; H 0.217; H 0.224; H 0.225

Number 1: highest occupied orbital energy -7.41 eV, orbital gap 0.2980 Ha, F_max 2.44 eV Å⁻¹. Number 2: highest occupied orbital energy -5.24 eV, orbital gap 0.1346 Ha, F_max 3.23 eV Å⁻¹.